Below is C41H35IN6O2S2V as an isolated structure in a non-equilibrium geometry, with properties calculated with wB97M-V/def2-TZVPD.

Computed properties:
- highest occupied orbital energy (alpha / beta) (eV) = -5.2 / -5.8
- 2S+1 = 2
- E_tot (eV) = -111582.391
- HOMO-LUMO gap (alpha / beta) (eV) = 5.0 / 5.6
- ⟨S²⟩ = 0.868

Geometry as XYZ:
```
88
Properties=species:S:1:pos:R:3:forces:R:3
V 0.315 -1.647 -0.262 0.87 0.79 -0.01
C 2.284 -1.903 -4.346 0.03 -0.01 -0.06
C 2.876 -0.896 -3.403 0.09 0.04 -0.24
N 3.761 -0.043 -3.877 0.04 0.11 0.17
C 4.307 0.841 -3.010 -0.04 -0.12 -0.19
C 3.999 0.910 -1.678 -0.04 -0.03 0.03
C 4.666 1.955 -0.830 -0.01 0.00 0.08
O 5.448 1.420 0.239 0.03 0.05 -0.09
C 3.030 0.012 -1.153 0.21 0.30 0.34
C 2.667 0.073 0.236 -0.04 -0.43 -0.14
N 1.682 -0.633 0.760 0.04 0.48 0.50
C 1.484 -0.443 2.169 0.10 -0.06 -0.36
C 0.742 0.646 2.607 -0.15 0.02 0.06
C 0.428 0.811 3.947 0.02 -0.01 -0.05
C 0.882 -0.113 4.876 0.04 -0.05 -0.06
C 1.670 -1.177 4.456 -0.05 0.05 0.01
C 1.977 -1.342 3.110 0.01 0.08 0.19
I 3.277 -2.872 2.578 0.01 -0.09 -0.11
C 2.460 -0.899 -2.051 -0.67 -0.64 0.41
O 1.520 -1.768 -1.691 0.71 0.25 -0.74
H 2.579 -1.653 -5.364 0.00 -0.01 0.01
H 1.196 -1.943 -4.267 0.00 0.04 0.01
H 2.641 -2.909 -4.112 0.00 0.01 0.03
H 5.030 1.534 -3.429 -0.01 -0.02 -0.04
H 3.926 2.597 -0.348 -0.02 -0.02 0.01
H 5.274 2.593 -1.477 0.05 0.03 0.01
H 6.065 0.784 -0.139 -0.03 -0.03 0.02
H 3.259 0.693 0.900 0.08 0.02 -0.02
H 0.356 1.335 1.866 0.00 0.01 0.02
H -0.178 1.652 4.260 0.00 0.00 -0.01
H 0.638 -0.004 5.925 0.01 -0.01 0.00
H 2.055 -1.884 5.179 0.00 0.00 -0.01
N -0.564 0.999 -3.587 0.11 0.22 -0.01
C 0.084 2.096 -3.036 -0.11 -0.02 -0.27
C 0.484 3.315 -3.576 -0.01 -0.10 0.03
C 1.123 4.185 -2.719 0.05 0.03 0.11
C 1.355 3.855 -1.370 -0.04 0.00 -0.11
C 0.954 2.644 -0.848 -0.04 0.04 -0.02
C 0.304 1.754 -1.704 0.08 -0.20 0.38
N -0.190 0.475 -1.455 -0.14 -0.04 -0.11
C -0.683 0.078 -2.599 -0.20 -0.38 -0.03
C -1.285 -1.248 -2.772 0.18 0.37 0.41
C -1.937 -1.761 -3.839 -0.08 -0.02 -0.21
S -2.422 -3.361 -3.494 -0.20 -0.21 -0.30
C -1.735 -3.248 -1.951 0.15 -0.04 0.26
N -1.174 -2.104 -1.696 -0.52 -0.04 -0.53
H -0.813 0.874 -4.552 0.02 -0.01 0.00
H 0.318 3.566 -4.615 -0.01 -0.01 0.01
H 1.460 5.143 -3.093 0.00 0.00 0.01
H 1.867 4.567 -0.735 0.00 0.00 -0.01
H 1.148 2.377 0.181 0.00 0.02 -0.01
H -2.145 -1.302 -4.792 -0.01 -0.01 0.03
H -1.725 -4.069 -1.246 -0.01 0.03 -0.02
C -2.671 3.137 0.048 0.01 0.03 -0.06
C -3.564 2.789 1.237 0.00 -0.10 0.04
C -3.317 3.817 2.348 0.07 0.03 0.05
C -5.030 2.883 0.794 -0.05 -0.04 -0.04
C -3.280 1.381 1.771 -0.04 0.04 0.03
C -4.046 0.886 2.844 0.03 -0.05 -0.02
C -3.850 -0.380 3.360 0.03 0.03 -0.02
C -2.858 -1.178 2.795 -0.19 -0.03 0.17
S -2.392 -2.802 3.185 -0.04 -0.08 0.25
C -1.173 -2.749 1.959 -0.05 -0.08 -0.36
N -1.109 -1.608 1.296 -0.68 0.04 0.55
C -2.079 -0.705 1.750 0.51 -0.11 -0.25
C -2.293 0.573 1.233 -0.03 0.12 -0.03
C -0.349 -3.863 1.539 -0.03 0.15 -0.13
C -0.399 -5.131 2.141 -0.03 0.09 0.08
C 0.345 -6.157 1.613 0.16 0.01 -0.22
C 1.128 -5.912 0.468 -0.11 -0.18 0.22
C 1.174 -4.665 -0.113 -0.03 0.45 0.11
C 0.450 -3.558 0.407 -0.06 -0.66 0.27
H -2.913 4.141 -0.307 0.01 -0.02 0.00
H -2.811 2.443 -0.786 -0.02 0.01 0.03
H -1.612 3.128 0.316 -0.01 0.01 0.01
H -3.549 4.824 1.990 0.01 -0.02 -0.01
H -2.272 3.801 2.667 -0.01 0.00 0.00
H -3.939 3.622 3.223 0.01 0.00 -0.02
H -5.228 3.861 0.347 0.02 -0.01 0.02
H -5.716 2.759 1.635 0.02 -0.02 -0.02
H -5.264 2.115 0.053 0.01 0.02 0.00
H -4.820 1.507 3.277 0.02 -0.02 0.00
H -4.455 -0.739 4.182 0.01 -0.01 -0.01
H -1.671 0.907 0.415 -0.01 -0.05 0.00
H -1.014 -5.310 3.019 -0.02 0.05 -0.02
H 0.326 -7.140 2.064 0.01 0.01 -0.01
H 1.706 -6.726 0.042 0.00 0.01 0.00
H 1.805 -4.513 -0.983 -0.01 0.02 -0.02
```
Positions in Å, forces in eV/Å.

---

Below is an isolated molecule of C2H3N3O2S in a non-equilibrium geometry, with properties calculated with wB97M-V/def2-TZVPD.

Computed properties:
- highest occupied orbital energy (eV) = -9.3
- ΔE to the lowest compared entry with this formula, charge and spin (kcal/mol) = 62.28
- E_tot (eV) = -21519.815
- SMILES = Nn1c(=S)[nH]oc1=O
- HOMO-LUMO gap (eV) = 9.4

Geometry as XYZ:
```
11
Properties=species:S:1:pos:R:3:forces:R:3
N -0.383 1.757 -0.038 3.00 -1.08 -0.04
N 0.085 0.331 0.195 -2.99 2.83 -0.32
C -1.052 -0.601 0.033 3.54 1.64 -0.61
S -2.602 -0.159 -0.171 0.57 -1.01 0.47
N -0.290 -1.751 -0.172 -3.12 -1.98 1.23
O 1.056 -1.570 -0.017 2.53 0.89 0.14
C 1.347 -0.217 0.005 1.90 2.50 -1.95
O 2.446 0.374 -0.284 -4.91 -3.14 1.83
H -0.272 2.311 0.884 0.41 -1.18 -2.28
H 0.245 2.068 -0.880 -1.30 -0.17 2.55
H -0.580 -2.544 0.445 0.37 0.69 -1.02
```
Positions in Å, forces in eV/Å.

---

Below is an isolated molecule of C4H4ClNO2 in a non-equilibrium geometry, with properties calculated with wB97M-V/def2-TZVPD.

Computed properties:
- highest occupied orbital energy (eV) = -10.1
- ΔE to the lowest compared entry with this formula, charge and spin (kcal/mol) = 28.68
- E_tot (eV) = -22318.848
- SMILES = Oc1nocc1CCl
- HOMO-LUMO gap (eV) = 10.8

Geometry as XYZ:
```
12
Properties=species:S:1:pos:R:3:forces:R:3
O 0.130 -1.735 -1.175 -0.15 -0.86 -0.68
C -0.333 -0.513 -0.955 -0.61 1.07 -0.76
N -1.072 0.150 -1.831 0.53 -0.39 1.33
O -1.325 1.365 -1.188 -0.09 0.24 -0.38
C -0.706 1.408 -0.008 0.09 -0.78 -0.59
C -0.059 0.239 0.223 0.34 0.18 0.22
C 0.766 -0.202 1.380 -0.69 0.23 0.93
Cl 2.529 -0.068 1.164 0.25 0.12 -0.25
H -0.237 -2.085 -2.017 0.29 0.39 0.66
H -0.795 2.334 0.518 -0.05 0.22 0.32
H 0.573 -1.250 1.578 0.01 -0.14 0.02
H 0.529 0.356 2.313 0.08 -0.29 -0.81
```
Positions in Å, forces in eV/Å.

---

Below is C24H30AuF3O5 as an isolated structure in a non-equilibrium geometry, with properties calculated with wB97M-V/def2-TZVPD.

Computed properties:
- highest occupied orbital energy (alpha / beta) (eV) = 0.3 / 0.4
- 2S+1 = 3
- net charge = -2
- E_tot (eV) = -47451.195
- HOMO-LUMO gap (alpha / beta) (eV) = 3.4 / 3.3
- ⟨S²⟩ = 2.013

Geometry as XYZ:
```
63
Properties=species:S:1:pos:R:3:forces:R:3
C 2.397 2.330 -0.388 0.72 0.85 0.66
C 1.503 1.469 0.510 -0.08 0.51 0.04
C 2.524 1.627 -1.752 -0.13 -0.03 0.28
C 2.044 0.134 -1.525 0.90 0.45 0.28
H 3.578 1.694 -2.069 -0.52 -0.14 -0.01
H 1.912 2.169 -2.491 0.13 -0.43 0.20
C 1.696 0.048 0.072 0.74 -0.40 -0.55
H 0.464 1.793 0.398 0.11 -0.12 0.07
H 1.798 1.587 1.554 -0.29 0.09 0.03
C 0.807 -0.962 0.907 -1.10 -0.37 0.62
H 2.706 -0.251 0.413 -0.24 0.05 0.20
H 2.940 -0.487 -1.719 -0.36 0.03 0.43
C 1.066 -0.231 -2.538 -0.91 -0.23 0.38
C 1.863 3.753 -0.478 -2.23 -0.22 0.42
C 3.793 2.611 0.189 1.18 -0.66 -0.90
O 4.826 2.605 -0.464 -0.96 -0.17 0.70
O 0.695 4.055 -0.284 1.65 -0.05 -0.50
O 2.819 4.656 -0.748 -0.27 0.24 -0.24
O 3.797 2.956 1.487 0.26 0.03 -0.15
C 5.107 3.358 1.920 -0.21 0.02 0.18
H 4.983 3.647 2.966 0.09 -0.03 -0.17
H 5.451 4.198 1.304 0.00 -0.21 0.24
H 5.807 2.521 1.820 -0.11 0.25 0.05
C 2.331 5.994 -0.815 0.00 0.13 0.03
H 1.501 6.068 -1.525 0.17 0.01 0.15
H 3.183 6.585 -1.138 -0.07 0.10 0.01
H 1.985 6.312 0.174 0.02 0.01 -0.20
O -0.590 -0.831 1.221 2.61 1.29 -0.93
H 1.292 -0.878 1.901 0.28 -0.24 -0.21
H 0.987 -1.976 0.496 0.26 0.28 0.20
C 1.062 -1.584 -3.118 -0.13 -0.88 -0.18
C -0.125 0.625 -2.679 -0.92 0.52 -0.08
H -0.065 1.267 -3.577 -0.14 -0.07 0.01
H -0.253 1.314 -1.827 0.07 -0.23 -0.21
H -1.062 0.043 -2.747 0.37 0.13 -0.03
H 0.036 -1.968 -3.260 0.40 0.15 -0.01
H 1.582 -2.307 -2.468 -0.12 0.19 -0.11
H 1.583 -1.626 -4.090 -0.10 -0.02 -0.02
Au -1.635 -2.008 -0.041 -1.58 -0.74 -1.79
C -3.012 -4.520 1.499 0.37 0.13 0.46
C -1.680 -4.232 1.028 0.11 -0.24 1.26
C -1.023 -3.471 2.093 -0.78 -0.93 0.18
H -1.159 -4.803 0.262 -0.11 0.19 0.07
C -1.971 -3.236 3.106 0.55 -0.51 -0.27
C -3.180 -3.905 2.754 0.44 -0.39 -0.53
H -4.074 -3.952 3.374 0.12 0.17 -0.27
H -3.728 -5.178 1.005 0.13 0.42 0.01
H 0.036 -3.241 2.124 -0.23 0.19 -0.07
H -1.796 -2.659 4.014 -0.10 -0.06 -0.30
C -4.737 -1.331 0.081 -0.01 0.28 0.15
C -5.384 -1.540 1.299 0.06 0.39 -0.15
C -4.646 -0.856 2.327 -0.06 0.28 -0.38
H -6.304 -2.115 1.456 0.41 0.13 -0.08
C -3.542 -0.239 1.740 -0.05 -0.01 -0.21
C -3.552 -0.538 0.319 -0.57 0.15 0.28
H -3.020 0.036 -0.449 -0.33 -0.06 0.32
H -5.053 -1.688 -0.901 0.09 0.05 0.41
H -4.921 -0.822 3.385 0.22 -0.12 -0.32
H -2.761 0.349 2.231 -0.34 -0.36 -0.15
F -3.667 -3.684 -1.464 0.38 -0.03 -0.90
C -2.563 -2.934 -1.755 0.83 0.95 2.42
F -1.692 -3.752 -2.435 -0.35 -0.34 -0.45
F -2.959 -1.997 -2.682 -0.28 -0.35 -0.38
```
Positions in Å, forces in eV/Å.

---

Below is an isolated molecule of C5H14N2S in a non-equilibrium geometry, with properties calculated with wB97M-V/def2-TZVPD.

Computed properties:
- highest occupied orbital energy (eV) = -8.3
- ΔE to the lowest compared entry with this formula, charge and spin (kcal/mol) = 26.34
- E_tot (eV) = -19226.154
- SMILES = NCNCCCCS
- HOMO-LUMO gap (eV) = 9.2

Geometry as XYZ:
```
22
Properties=species:S:1:pos:R:3:forces:R:3
N -1.852 3.126 -0.441 0.77 0.80 -0.40
C -0.544 2.652 -0.950 0.01 0.20 -0.28
N 0.285 2.254 0.165 1.08 -1.28 -1.60
C 1.256 1.154 -0.110 0.12 1.81 1.88
C 0.970 -0.039 0.769 -0.17 -0.37 1.23
C -0.398 -0.703 0.514 0.36 0.31 0.02
C -0.234 -1.836 -0.502 -1.18 0.96 -0.60
S 0.356 -3.337 0.302 -0.09 -0.27 -0.81
H -1.919 2.795 0.513 -0.23 -0.45 -0.06
H -1.823 4.131 -0.286 0.02 0.01 -0.41
H -0.688 1.920 -1.779 -0.35 -0.85 1.18
H 0.080 3.313 -1.586 -0.84 1.10 0.64
H -0.066 2.282 1.103 -0.41 -0.16 -0.11
H 1.294 0.901 -1.166 -0.20 0.07 -0.11
H 2.222 1.612 0.188 -0.01 -0.74 -0.48
H 0.953 0.197 1.852 0.17 0.77 -0.47
H 1.832 -0.721 0.762 -0.41 -0.33 -0.51
H -0.808 -1.009 1.478 0.17 -0.77 -0.09
H -1.162 0.060 0.257 0.61 -0.27 -0.62
H 0.411 -1.514 -1.331 0.35 -0.06 0.49
H -1.168 -2.038 -1.044 -0.05 -0.19 0.54
H 0.157 -4.010 -0.856 0.28 -0.28 0.55
```
Positions in Å, forces in eV/Å.

---

Below is a 2-piece molecular cluster, C4H15N2O overall in a non-equilibrium geometry, with properties calculated with wB97M-V/def2-TZVPD.

Computed properties:
- highest occupied orbital energy (eV) = -14.6
- ΔE to the lowest compared entry with this formula, charge and spin (kcal/mol) = 41.44
- net charge = +1
- E_tot (eV) = -9411.865
- HOMO-LUMO gap (eV) = 11.7

Geometry as XYZ:
```
22
Properties=species:S:1:pos:R:3:forces:R:3
C -0.011 2.075 -0.165 0.89 -0.47 -1.66
C -0.931 1.376 0.762 -1.89 0.12 2.11
C -1.451 -0.022 0.384 0.07 -1.08 -0.62
C -1.180 -2.042 -1.208 4.27 1.56 -0.17
N -0.424 -0.822 -0.417 -0.39 -2.90 1.08
N 1.351 1.293 -0.160 -1.12 2.99 0.91
H -0.348 1.900 -1.191 -0.20 0.61 -0.14
H 0.001 3.193 0.032 0.43 -1.44 -0.16
H -1.877 2.005 1.008 1.71 -0.95 -0.35
H -0.349 1.267 1.692 -0.51 0.09 0.11
H -1.656 -0.698 1.251 -0.07 0.97 -0.46
H -2.377 0.003 -0.254 0.92 0.17 0.59
H -1.531 -1.528 -2.077 -0.44 -0.08 -0.58
H -0.376 -2.810 -1.493 -1.38 1.14 0.57
H -1.952 -2.407 -0.615 -1.14 -0.69 1.13
H 0.463 -1.201 0.214 -1.93 1.04 -1.74
H -0.033 -0.211 -1.108 0.61 0.17 -0.39
H 1.677 1.559 0.779 0.24 -0.49 -0.11
H 1.943 1.921 -0.714 0.11 -0.59 -0.22
H 2.141 -1.985 1.488 0.08 -1.12 0.39
H 2.314 -0.669 1.005 0.88 3.40 0.45
O 2.114 -1.494 0.672 -1.15 -2.46 -0.74
```
Positions in Å, forces in eV/Å.

---

Below is a 3-piece molecular cluster, C5H11NO2 overall in a non-equilibrium geometry, with properties calculated with wB97M-V/def2-TZVPD.

Computed properties:
- highest occupied orbital energy (eV) = -8.0
- ΔE to the lowest compared entry with this formula, charge and spin (kcal/mol) = 35.62
- E_tot (eV) = -10947.722
- SMILES = Cc1ccc[nH]1.O.O
- HOMO-LUMO gap (eV) = 8.8

Geometry as XYZ:
```
19
Properties=species:S:1:pos:R:3:forces:R:3
C -0.880 1.927 -1.612 -0.34 0.12 0.60
C -0.799 0.795 -0.644 -1.58 -0.64 -0.99
C -0.356 0.672 0.635 1.10 -0.66 0.93
C -0.548 -0.671 1.078 -1.33 -0.79 -0.70
C -1.234 -1.316 0.087 -0.42 0.87 -2.05
N -1.374 -0.427 -0.997 0.67 -0.34 2.05
H -1.722 2.607 -1.470 -0.24 -0.14 0.54
H -0.005 2.541 -1.414 0.26 0.05 -0.98
H -1.085 1.532 -2.611 0.96 0.25 -0.11
H 0.210 1.323 1.277 -0.03 0.65 -0.42
H -0.334 -1.152 2.011 0.25 0.26 0.16
H -1.730 -2.249 -0.131 0.42 -0.38 0.83
H -1.841 -0.736 -1.832 0.17 0.60 -0.15
O 1.351 0.157 3.210 -0.22 0.34 0.09
H 0.447 0.205 3.554 0.32 -0.04 -0.03
H 1.787 -0.530 3.713 0.08 -0.18 0.21
O 2.597 -1.716 -2.019 0.30 0.48 1.32
H 2.084 -1.532 -1.215 -0.82 -0.27 -0.48
H 3.431 -1.429 -1.619 0.44 -0.18 -0.80
```
Positions in Å, forces in eV/Å.

---

Below is an isolated molecule of ClH3O3SSi in a non-equilibrium geometry, with properties calculated with wB97M-V/def2-TZVPD.

Computed properties:
- highest occupied orbital energy (eV) = -11.1
- ΔE to the lowest compared entry with this formula, charge and spin (kcal/mol) = 8.45
- E_tot (eV) = -37427.857
- HOMO-LUMO gap (eV) = 10.5

Geometry as XYZ:
```
9
Properties=species:S:1:pos:R:3:forces:R:3
O -2.956 2.315 -1.836 0.07 1.59 -0.03
O -3.066 0.233 -0.580 -0.37 0.27 -0.29
O -0.758 -0.335 0.847 0.53 -0.82 0.57
Si 0.352 0.018 -0.246 0.35 -0.61 -0.30
S -3.029 0.907 -1.857 -1.35 -1.53 0.64
Cl -0.558 0.394 -2.092 1.44 -0.69 -0.79
H 1.369 -1.082 -0.248 -0.52 0.39 -0.23
H -1.554 0.169 0.924 -0.92 0.42 -0.05
H 0.892 1.319 -0.140 0.78 0.98 0.48
```
Positions in Å, forces in eV/Å.